Record 1
DFT (wB97M-V/def2-TZVPD) results for C8H14O2Si in the gas phase.

Its LUMO energy is 0.69 eV. For the calculated total energy, the calculation gives -20493.65485 eV. The value obtained for the energy relative to the best compared isomer or geometry (same formula, charge and spin) is 331.0 kJ/mol. As for the structure (SMILES): C[Si]1(C)C=CC=C[C@@H](O)[C@H]1O.

Atoms and positions in Å:
1 C -0.9431 -1.5266 2.1817
2 Si -0.6883 -0.9441 0.3660
3 C -1.8780 -1.6444 -0.8893
4 C 0.9942 -1.2982 -0.3908
5 C 1.9335 -0.6281 -1.1007
6 C 1.9605 0.8474 -1.3773
7 C 1.4907 1.8461 -0.5822
8 C 0.6949 1.6050 0.6326
9 O 0.5192 2.7621 1.3129
10 C -0.6024 0.8769 0.3168
11 O -1.2995 1.4570 -0.8428
12 H -0.7823 -2.6410 2.1513
13 H -0.1715 -0.9981 2.7375
14 H -1.9228 -1.3155 2.4265
15 H -1.6211 -1.5336 -1.9140
16 H -2.1666 -2.7041 -0.6020
17 H -2.8229 -1.0787 -0.8663
18 H 1.2692 -2.3254 -0.2429
19 H 2.9078 -1.1072 -1.4931
20 H 2.5281 1.0772 -2.3632
21 H 1.7072 2.8033 -0.9786
22 H 1.3448 0.9175 1.2887
23 H -0.2358 3.1346 0.9151
24 H -1.3928 1.1884 1.0002
25 H -0.8229 1.2295 -1.6861


Record 2
DFT (wB97M-V/def2-TZVPD) results for C5H10O as an isolated structure.

Its LUMO energy is 1.22 eV. For the calculated total energy, the calculation gives -7393.49888 eV. The value obtained for the energy relative to the best compared isomer or geometry (same formula, charge and spin) is 122.2 kJ/mol.

Atoms and positions in Å:
1 C 2.1469 0.8535 -0.0398
2 C 1.0142 -0.0015 -0.5445
3 C 0.1410 -0.7156 0.4673
4 C -0.9838 -0.3395 -0.4725
5 C -2.2596 -0.0425 0.2999
6 O -0.1533 0.7218 -1.0223
7 H 2.7129 1.3043 -0.8593
8 H 1.7530 1.6450 0.6056
9 H 2.8217 0.2234 0.5544
10 H 1.3566 -0.7124 -1.3132
11 H 0.2662 -1.7635 0.7393
12 H 0.0394 -0.0885 1.3637
13 H -1.1447 -1.0727 -1.2797
14 H -2.1588 -0.5532 1.2685
15 H -2.3804 1.0228 0.5109
16 H -3.1477 -0.4487 -0.1855


Record 3
DFT (wB97M-V/def2-TZVPD) results for C4H8N2O in the gas phase.

Its LUMO energy (spin up / spin down) is 0.77 / 0.77 eV. For the calculated total energy, the calculation gives -9301.42284 eV. The value obtained for the energy relative to the best compared isomer or geometry (same formula, charge and spin) is 479.6 kJ/mol. As for the structure (SMILES): N[C@H]1CCC=[N+]1[O-].

Atoms and positions in Å:
1 N 1.2203 -1.3200 1.0542
2 C 1.0047 -0.5185 -0.0881
3 C -0.5158 -0.5706 -0.5540
4 C -1.0918 0.9063 -0.3943
5 C 0.0479 1.6781 0.1963
6 N 1.0875 0.9293 0.2540
7 O 2.4767 1.5225 0.7064
8 H 2.2139 -1.6440 1.2924
9 H 1.0295 -0.6991 1.7981
10 H 1.6648 -0.7610 -0.8404
11 H -0.9869 -1.2370 0.0752
12 H -0.5977 -0.8001 -1.6404
13 H -1.8298 0.8710 0.5187
14 H -1.5476 1.3343 -1.3650
15 H 0.1005 2.6965 0.4623


Record 4
DFT (wB97M-V/def2-TZVPD) results for a 14-piece molecular cluster, C72H174N10O4 overall.

Its LUMO energy is 0.36 eV. For the calculated total energy, the calculation gives -100571.71358 eV.

Atoms and positions in Å:
1 C 0.3332 7.2318 -4.1360
2 C -0.0392 7.3458 -2.6469
3 N -0.9672 6.2207 -2.3713
4 C -0.3047 4.9173 -2.2527
5 C -1.3347 3.7272 -2.3371
6 C -1.9519 6.5024 -1.3453
7 C -2.9727 7.6234 -1.7837
8 H 0.8414 8.1478 -4.4372
9 H -0.5652 7.1553 -4.7484
10 H 0.9771 6.4057 -4.4379
11 H 0.7478 7.2431 -1.8998
12 H -0.4788 8.3258 -2.4610
13 H 0.4302 4.8168 -3.0514
14 H 0.2735 4.9027 -1.3288
15 H -1.9275 3.7840 -3.2501
16 H -0.7866 2.7874 -2.4033
17 H -1.9808 3.6985 -1.4597
18 H -1.5549 6.8288 -0.3841
19 H -2.4765 5.5699 -1.1372
20 H -2.5205 8.6149 -1.8103
21 H -3.7134 7.6911 -0.9869
22 H -3.4835 7.4487 -2.7306
23 C -5.3330 2.1111 -4.4607
24 C -6.4921 2.8575 -3.7260
25 N -6.0061 3.9465 -2.8544
26 C -5.0126 3.4766 -1.8444
27 C -5.5245 2.7549 -0.6016
28 C -7.0470 4.7635 -2.3525
29 C -6.5553 6.1158 -1.7411
30 H -4.6040 1.5682 -3.8591
31 H -4.7426 2.8154 -5.0468
32 H -5.7781 1.3743 -5.1293
33 H -7.1800 3.2849 -4.4555
34 H -7.0946 2.2073 -3.0918
35 H -4.2586 2.8307 -2.2943
36 H -4.4844 4.3528 -1.4681
37 H -6.2901 2.0320 -0.8836
38 H -4.6747 2.3641 -0.0420
39 H -6.1054 3.3753 0.0809
40 H -7.5852 4.2206 -1.5755
41 H -7.7718 4.9714 -3.1397
42 H -6.0045 6.0184 -0.8056
43 H -7.2908 6.8784 -1.4851
44 H -5.9684 6.5471 -2.5520
45 C 3.8154 -2.0252 0.8642
46 C 4.6939 -2.5499 -0.2829
47 N 5.7542 -3.4472 0.1580
48 C 6.4820 -4.0222 -0.9634
49 C 5.6326 -5.0876 -1.6948
50 C 6.7147 -2.9561 1.1152
51 C 7.5257 -1.8276 0.6408
52 H 3.3993 -2.8598 1.4285
53 H 2.8858 -1.5288 0.5855
54 H 4.2716 -1.2816 1.5178
55 H 3.9943 -3.0999 -0.9123
56 H 5.0303 -1.6329 -0.7667
57 H 6.7803 -3.2362 -1.6571
58 H 7.4341 -4.4859 -0.7056
59 H 4.6590 -4.7007 -1.9956
60 H 6.2292 -5.4426 -2.5351
61 H 5.4250 -5.9706 -1.0905
62 H 7.3778 -3.7342 1.4932
63 H 6.2181 -2.5479 1.9955
64 H 6.9485 -1.0818 0.0943
65 H 8.3937 -2.0777 0.0308
66 H 7.9320 -1.3551 1.5352
67 C -4.5151 3.1311 3.3216
68 C -6.0670 3.1293 3.2648
69 N -6.7306 1.8328 3.5615
70 C -6.2328 0.8652 2.6216
71 C -6.7243 -0.5373 2.8842
72 C -8.2048 1.9985 3.4945
73 C -8.8310 2.9161 4.5718
74 H -4.2138 2.4382 4.1072
75 H -4.1654 4.1310 3.5786
76 H -4.0286 2.7814 2.4110
77 H -6.3817 3.8909 3.9783
78 H -6.4194 3.5740 2.3342
79 H -5.1430 0.8425 2.6160
80 H -6.4816 1.3496 1.6775
81 H -6.5998 -0.9017 3.9039
82 H -6.1255 -1.2013 2.2607
83 H -7.7802 -0.5641 2.6148
84 H -8.6710 2.2926 2.5541
85 H -8.5860 1.0377 3.8402
86 H -9.9091 2.7579 4.5428
87 H -8.4715 2.6603 5.5685
88 H -8.4233 3.9183 4.4394
89 C 6.5146 3.1112 0.1153
90 C 6.8675 2.0122 1.1017
91 N 6.0684 1.9747 2.3521
92 C 6.5061 0.9868 3.3383
93 C 7.9669 1.1883 3.7204
94 C 4.6802 1.7418 2.0026
95 C 3.6983 1.4455 3.1524
96 H 7.3117 3.1710 -0.6257
97 H 6.4675 4.1053 0.5599
98 H 5.5924 2.9204 -0.4334
99 H 6.8868 1.0108 0.6717
100 H 7.9052 2.2497 1.3359
101 H 5.9451 1.0773 4.2684
102 H 6.2839 0.0056 2.9188
103 H 8.3122 0.6149 4.5806
104 H 8.6511 0.9768 2.8987
105 H 8.1640 2.2364 3.9458
106 H 4.5982 0.9690 1.2383
107 H 4.4014 2.6818 1.5262
108 H 3.9336 0.4830 3.6066
109 H 2.7075 1.4016 2.7003
110 H 3.7973 2.2319 3.9006
111 C 2.5765 -2.3040 4.1556
112 C 2.3655 -1.9413 5.6386
113 N 3.0805 -2.7075 6.6648
114 C 4.5095 -2.7718 6.3683
115 C 5.2283 -1.4797 6.2852
116 C 2.8863 -2.2588 8.0310
117 C 1.4191 -2.3972 8.3975
118 H 2.5424 -3.3849 4.0192
119 H 3.5291 -1.9415 3.7692
120 H 1.7662 -1.8946 3.5524
121 H 2.5534 -0.8723 5.7388
122 H 1.3036 -2.1530 5.7640
123 H 4.9943 -3.3772 7.1342
124 H 4.6784 -3.2899 5.4243
125 H 4.9598 -0.8159 7.1071
126 H 6.3127 -1.5885 6.2653
127 H 4.9527 -0.9075 5.3994
128 H 3.2316 -1.2501 8.2573
129 H 3.4116 -2.9260 8.7144
130 H 1.3804 -2.1464 9.4576
131 H 1.0666 -3.4264 8.3302
132 H 0.7902 -1.7269 7.8116
133 C 0.4286 -3.2291 -7.3645
134 C 1.4709 -3.9228 -6.4700
135 N 2.0624 -3.0047 -5.4948
136 C 1.1396 -2.7861 -4.3685
137 C 1.4835 -1.5659 -3.4907
138 C 3.3488 -3.5392 -5.0079
139 C 4.4885 -3.4548 -6.0186
140 H 0.1683 -4.0029 -8.0868
141 H 0.8725 -2.3818 -7.8870
142 H -0.4647 -2.9626 -6.7995
143 H 0.9669 -4.6993 -5.8945
144 H 2.1994 -4.5132 -7.0256
145 H 0.1397 -2.5995 -4.7603
146 H 0.9911 -3.7218 -3.8294
147 H 0.7512 -1.4836 -2.6875
148 H 2.4894 -1.6816 -3.0871
149 H 1.6168 -0.6612 -4.0838
150 H 3.2870 -4.5736 -4.6698
151 H 3.6605 -2.9714 -4.1312
152 H 4.8680 -2.4340 -5.9739
153 H 4.2501 -3.7600 -7.0375
154 H 5.3385 -4.0569 -5.6973
155 C 6.0511 0.5208 -2.8802
156 C 4.6021 0.8899 -2.3904
157 N 4.1649 2.2129 -2.7114
158 C 2.9971 2.5979 -1.8610
159 C 1.6739 1.8264 -2.1310
160 C 4.0190 2.4034 -4.1777
161 C 3.6169 3.8532 -4.5894
162 H 6.4176 -0.4274 -2.4868
163 H 6.7322 1.2357 -2.4185
164 H 6.2722 0.5044 -3.9475
165 H 3.8701 0.1789 -2.7735
166 H 4.6138 0.6663 -1.3237
167 H 2.7815 3.6478 -2.0595
168 H 3.1543 2.6598 -0.7842
169 H 1.3491 2.1101 -3.1320
170 H 0.9411 2.0686 -1.3612
171 H 1.8386 0.7503 -2.0757
172 H 5.0013 2.1358 -4.5669
173 H 3.2338 1.7728 -4.5948
174 H 3.3796 3.7597 -5.6491
175 H 2.6597 4.1405 -4.1542
176 H 4.3756 4.5991 -4.3522
177 C 2.2414 -7.8682 -1.9211
178 C 1.8361 -6.3919 -1.9885
179 N 1.3564 -5.8084 -0.6863
180 C 1.0546 -4.4249 -0.9588
181 C -0.4530 -4.2694 -1.1810
182 C 2.4790 -5.9107 0.2516
183 C 1.9642 -5.7790 1.7284
184 H 3.2402 -8.0921 -1.5463
185 H 2.1628 -8.2748 -2.9294
186 H 1.6592 -8.5283 -1.2781
187 H 2.6592 -5.8076 -2.3999
188 H 1.0112 -6.3874 -2.7010
189 H 1.2915 -3.8270 -0.0788
190 H 1.6796 -4.0557 -1.7719
191 H -0.9121 -4.9069 -1.9366
192 H -0.9225 -4.6242 -0.2635
193 H -0.6908 -3.2227 -1.3706
194 H 3.1721 -5.0987 0.0314
195 H 2.8978 -6.9161 0.2956
196 H 2.7748 -6.0525 2.4037
197 H 1.1151 -6.4568 1.8167
198 H 1.6605 -4.7774 2.0329
199 C -8.5678 -1.6576 -3.2601
200 C -7.2441 -2.0431 -2.5241
201 N -6.0851 -1.4614 -3.0888
202 C -5.8947 -1.6284 -4.5540
203 C -5.7071 -3.0257 -5.0799
204 C -4.7946 -1.7583 -2.3893
205 C -4.7551 -1.2341 -0.9344
206 H -9.4643 -1.7869 -2.6539
207 H -8.7061 -2.1924 -4.1998
208 H -8.5677 -0.5743 -3.3807
209 H -7.2336 -1.7239 -1.4820
210 H -7.1601 -3.1282 -2.5840
211 H -6.6516 -1.0641 -5.0987
212 H -5.0067 -1.0790 -4.8664
213 H -6.5224 -3.6626 -4.7367
214 H -5.5931 -3.0242 -6.1639
215 H -4.7886 -3.4435 -4.6678
216 H -3.9885 -1.1872 -2.8499
217 H -4.6525 -2.8387 -2.3659
218 H -4.9694 -0.1678 -0.8632
219 H -3.7350 -1.3376 -0.5644
220 H -5.4937 -1.7015 -0.2832
221 C -1.8240 1.2422 0.5624
222 C -0.8894 0.0436 0.3718
223 O -1.0581 -0.8176 -0.4490
224 C 0.2834 0.0247 1.2963
225 H -2.3369 1.1166 1.5159
226 H -2.5978 1.1986 -0.2041
227 H -1.2956 2.1854 0.4237
228 H 0.5953 -1.0155 1.3901
229 H -0.0298 0.3872 2.2754
230 H 1.0796 0.6787 0.9409
231 C -3.2780 -2.5203 2.1880
232 C -2.1888 -3.6024 2.4825
233 O -0.9718 -3.3132 2.4647
234 C -2.6197 -5.0280 2.7098
235 H -3.6288 -2.0549 3.1091
236 H -4.1279 -2.9848 1.6879
237 H -2.9729 -1.6697 1.5786
238 H -3.2467 -5.4157 1.9069
239 H -3.1142 -5.0331 3.6812
240 H -1.7788 -5.7153 2.6174
241 C -1.0085 -0.6572 5.8617
242 C -2.1225 -0.0392 5.0294
243 O -1.8109 0.4970 3.9510
244 C -3.5284 0.0239 5.5947
245 H -0.2185 0.0889 5.9459
246 H -0.5858 -1.5682 5.4379
247 H -1.3326 -0.8412 6.8860
248 H -4.1928 0.4030 4.8182
249 H -3.5209 0.7714 6.3880
250 H -3.8864 -0.9569 5.9078
251 C 1.1632 4.0986 3.3834
252 C 0.9215 4.1735 1.9275
253 O 1.6938 3.7047 1.0788
254 C -0.4269 4.6877 1.5561
255 H 0.5508 3.3713 3.9164
256 H 1.0440 5.1129 3.7643
257 H 2.1849 3.7868 3.6000
258 H -0.6047 4.5040 0.4965
259 H -0.5064 5.7624 1.7199
260 H -1.2415 4.1888 2.0811


Record 5
DFT (wB97M-V/def2-TZVPD) results for C23H17CrO4 as an isolated structure.

Its LUMO energy (spin up / spin down) is -5.87 / -9.62 eV. The expectation value of S² is 3.823. For the calculated total energy, the calculation gives -60717.80193 eV. As for the total charge: +2. As for the multiplicity: 4.

Atoms and positions in Å:
1 C -2.4303 -0.0681 1.3377
2 C -0.9790 -0.1078 1.4409
3 C -0.0937 -1.1570 1.3239
4 C 1.2140 -0.5986 1.4603
5 C 1.0602 0.7542 1.7025
6 O -0.2874 1.0594 1.6733
7 H -2.8135 -1.0936 1.3178
8 H -2.8887 0.4472 2.1885
9 H -2.7611 0.4214 0.4119
10 H -0.3566 -2.1965 1.1514
11 H 2.1482 -1.1442 1.4006
12 H 1.7802 1.5551 1.6662
13 O 8.9300 1.6684 8.2171
14 C 8.6572 1.2133 7.1801
15 Cr 7.9747 0.2755 5.6674
16 C 6.2990 0.6574 6.4424
17 O 5.3110 0.8838 7.0188
18 C 8.0047 -1.2026 6.8671
19 O 7.9753 -1.9615 7.7507
20 C 9.7678 0.0898 4.4336
21 C 9.2943 1.4089 4.3991
22 C 7.9551 1.6696 4.0786
23 C 7.0617 0.6266 3.7156
24 C 5.6381 0.8799 3.5277
25 C 4.4344 1.1447 3.5058
26 C 3.0912 1.4443 3.5264
27 C 2.6836 2.7489 3.9651
28 C 1.3195 3.1445 3.9574
29 C 0.9170 4.3623 4.4889
30 C 1.8577 5.2359 5.0592
31 C 3.2181 4.8979 5.0320
32 C 3.6324 3.6918 4.4688
33 C 7.5486 -0.6963 3.8339
34 C 8.8879 -0.9608 4.1501
35 H 10.8060 -0.1166 4.7042
36 H 9.9577 2.2361 4.6600
37 H 7.5722 2.6928 4.1207
38 H 2.3442 0.6566 3.4386
39 H 0.5946 2.4636 3.5128
40 H -0.1379 4.6347 4.4600
41 H 1.5331 6.1733 5.5117
42 H 3.9633 5.5797 5.4480
43 H 4.6914 3.4294 4.4321
44 H 6.8461 -1.5194 3.6833
45 H 9.2313 -1.9945 4.2088


Record 6
DFT (wB97M-V/def2-TZVPD) results for a 2-piece molecular cluster, C6H6N2O2 overall.

Its LUMO energy is -1.53 eV. For the calculated total energy, the calculation gives -13390.04207 eV. The value obtained for the energy relative to the best compared isomer or geometry (same formula, charge and spin) is 442.3 kJ/mol.

Atoms and positions in Å:
1 C -1.7887 -0.0456 -0.8876
2 C -0.1321 -1.8070 0.2155
3 C 0.6482 0.1369 -1.4361
4 C 1.9814 0.2594 -0.7577
5 C -1.1131 0.7024 1.8038
6 C -0.4471 0.1322 -0.4309
7 N -2.8847 -0.2394 -1.2129
8 N 0.0986 -2.9205 0.3218
9 O 0.4807 -0.0565 -2.6171
10 O -0.1932 0.8781 0.5931
11 H 2.7933 0.1157 -1.4354
12 H 2.0284 -0.5820 0.1009
13 H 2.2739 1.1213 -0.1776
14 H -2.1398 1.0088 1.4566
15 H -0.7512 1.5600 2.3488
16 H -0.8546 -0.2638 2.1149